Entry from the OMol25 dataset: an isolated ion of composition C6H13O and charge -1 (ωB97M-V with the def2-TZVPD basis set).

Computed properties:
Total charge   -1
Kohn-Sham gap   6.50 eV
Maximum force   3.486 eV Å⁻¹
Energy relative to the best compared isomer or geometry (same formula, charge and spin)   195.2 kJ/mol
HOMO energy   -2.50 eV
SMILES string   CCCCCC[O-]

CARTESIAN COORDINATES (ANGSTROEM)
C1 2.31 0.16 -1.33
O1 1.70 -0.93 -1.92
C2 1.41 0.94 0.00
C3 -0.14 1.02 -0.44
C4 -1.35 0.78 0.69
C5 -1.26 -0.65 1.32
C6 -1.19 -1.82 0.16
H1 2.36 1.08 -2.11
H2 3.35 0.13 -0.90
H3 1.76 1.86 0.43
H4 1.41 0.24 0.84
H5 -0.44 2.15 -0.91
H6 -0.41 0.23 -1.19
H7 -1.31 1.51 1.54
H8 -2.29 1.09 0.12
H9 -2.22 -0.94 1.88
H10 -0.33 -0.73 1.92
H11 -1.57 -2.68 0.67
H12 -1.68 -1.42 -0.75
H13 -0.11 -2.03 -0.03